[1]
This record from the OMol25 dataset describes a 11-piece molecular cluster, C57H139N9O11 overall. The level of theory is ωB97M-V with the def2-TZVPD basis set.

```
216
Properties=species:S:1:pos:R:3:lowdin_charge:R:1
C 20.439 15.768 23.181 -0.06
C 19.438 14.763 22.643 -0.43
C 19.631 14.760 21.113 -0.07
O 19.554 13.388 23.140 -0.08
H 21.379 15.272 23.379 0.08
H 20.026 16.143 24.153 0.09
H 20.513 16.612 22.550 0.06
H 18.446 15.132 22.897 0.13
H 18.995 14.157 20.464 0.04
H 20.634 14.353 20.933 0.06
H 19.727 15.758 20.614 0.09
H 19.907 12.796 22.435 0.04
C 20.402 14.120 14.711 -0.03
C 20.342 12.986 15.742 -0.49
C 19.250 13.170 16.690 -0.04
O 20.146 11.687 15.159 -0.03
H 21.153 13.944 13.932 0.09
H 20.609 15.061 15.174 0.04
H 19.425 14.244 14.214 0.07
H 21.291 12.957 16.262 0.13
H 19.473 12.463 17.479 0.06
H 18.332 12.932 16.200 0.07
H 19.209 14.164 17.088 0.07
H 20.836 11.585 14.518 0.08
C 17.279 14.463 11.584 -0.02
C 16.446 13.165 11.440 -0.52
C 17.297 11.932 11.759 -0.13
C 17.522 11.777 13.231 -0.20
C 16.319 11.825 14.080 -0.11
C 15.442 13.057 13.724 -0.48
N 15.256 13.170 12.259 -0.08
O 14.442 14.323 12.003 -0.03
C 14.046 12.795 14.267 -0.02
C 15.983 14.355 14.381 -0.02
C 16.007 13.143 9.919 -0.02
H 16.564 15.212 11.210 0.09
H 18.280 14.397 11.118 0.10
H 17.432 14.651 12.618 0.02
H 16.896 10.953 11.376 0.14
H 18.267 12.109 11.268 0.12
H 18.182 12.602 13.492 0.09
H 18.052 10.888 13.355 0.10
H 16.566 11.967 15.155 0.13
H 15.636 11.038 13.934 0.10
H 13.815 11.793 13.838 0.10
H 14.151 12.658 15.330 0.06
H 13.350 13.567 14.012 0.05
H 15.454 15.204 13.968 0.09
H 15.665 14.164 15.390 0.04
H 17.053 14.431 14.430 0.06
H 16.929 13.109 9.301 0.09
H 15.463 14.073 9.689 0.08
H 15.456 12.245 9.767 0.06
H 13.730 14.020 11.443 0.10
C 17.709 24.707 17.440 0.00
C 17.459 23.375 16.574 -0.49
C 18.417 23.424 15.414 -0.13
C 19.818 22.942 15.829 -0.17
C 19.898 21.621 16.596 -0.10
C 18.959 21.733 17.828 -0.51
N 17.638 22.090 17.356 -0.07
O 16.801 22.272 18.509 -0.05
C 18.734 20.328 18.489 -0.02
C 19.476 22.654 18.900 -0.02
C 16.068 23.342 16.087 -0.05
H 17.092 24.701 18.355 0.09
H 17.442 25.523 16.778 0.08
H 18.741 24.848 17.719 0.05
H 18.101 22.742 14.580 0.12
H 18.436 24.400 14.949 0.12
H 20.313 23.717 16.437 0.10
H 20.475 22.940 14.952 0.11
H 20.872 21.314 16.947 0.12
H 19.563 20.811 15.938 0.10
H 19.552 19.925 19.046 0.07
H 17.930 20.432 19.233 0.08
H 18.385 19.526 17.789 0.07
H 19.873 23.518 18.424 0.05
H 18.611 23.066 19.420 0.09
H 20.149 22.212 19.606 0.09
H 15.288 23.371 16.857 0.09
H 15.856 22.380 15.631 0.05
H 15.820 24.109 15.319 0.11
H 16.297 21.470 18.376 0.09
C 18.800 9.875 19.179 0.00
C 18.814 10.615 20.551 -0.50
C 18.460 9.703 21.697 -0.13
C 19.553 8.671 22.042 -0.16
C 20.785 9.485 22.499 -0.10
C 21.251 10.525 21.313 -0.48
N 20.105 11.281 20.858 -0.09
O 20.513 12.077 19.732 -0.05
C 22.280 11.496 21.895 -0.04
C 21.955 9.653 20.210 -0.01
C 17.789 11.759 20.476 -0.02
H 18.947 10.612 18.382 0.07
H 17.733 9.527 19.126 0.11
H 19.408 9.041 19.027 0.05
H 18.339 10.243 22.630 0.13
H 17.535 9.162 21.441 0.13
H 19.889 8.091 21.173 0.10
H 19.281 7.935 22.808 0.11
H 21.602 8.787 22.669 0.11
H 20.675 10.067 23.413 0.11
H 22.523 12.247 21.113 0.08
H 21.976 12.019 22.831 0.09
H 23.187 10.963 22.098 0.07
H 22.333 10.338 19.447 0.09
H 22.731 9.070 20.633 0.07
H 21.202 9.050 19.778 0.04
H 16.823 11.286 20.751 0.09
H 17.717 12.285 19.516 0.08
H 18.064 12.464 21.252 0.07
H 20.576 11.434 18.996 0.07
C 13.552 12.919 22.605 -0.05
C 12.923 13.644 21.380 -0.40
C 12.767 12.656 20.211 -0.23
O 14.008 12.172 19.745 -0.20
C 13.870 11.152 18.767 -0.11
N 11.575 14.187 21.758 0.06
H 12.943 11.978 22.732 0.10
H 13.377 13.529 23.485 0.06
H 14.597 12.683 22.552 0.06
H 13.581 14.466 21.000 0.13
H 12.247 13.198 19.381 0.11
H 12.133 11.848 20.466 0.11
H 13.397 11.601 17.847 0.08
H 13.259 10.252 18.995 0.10
H 14.877 10.871 18.519 0.07
H 11.331 14.918 21.128 0.01
H 11.687 14.629 22.645 0.05
C 14.386 20.077 14.316 -0.06
C 15.210 19.013 14.950 -0.42
C 16.500 18.763 14.126 -0.18
O 17.185 20.008 13.903 -0.19
C 18.383 19.815 13.219 -0.13
N 15.628 19.283 16.306 0.05
H 14.794 21.067 14.434 0.06
H 13.425 20.000 14.808 0.08
H 14.252 19.853 13.243 0.10
H 14.618 18.090 14.943 0.12
H 16.311 18.279 13.159 0.12
H 17.173 18.051 14.603 0.11
H 19.158 19.455 13.888 0.07
H 18.827 20.783 12.946 0.09
H 18.286 19.168 12.334 0.09
H 14.838 19.439 16.934 0.09
H 16.168 20.136 16.369 0.06
C 11.629 16.939 14.712 -0.06
C 11.164 15.678 14.082 -0.45
C 10.690 14.712 15.127 -0.20
O 9.700 15.341 15.969 -0.21
C 9.137 14.479 16.951 -0.10
N 10.236 16.043 13.004 0.06
H 12.586 16.642 15.265 0.08
H 10.965 17.403 15.464 0.09
H 11.886 17.638 13.976 0.06
H 12.014 15.076 13.679 0.12
H 11.492 14.350 15.756 0.08
H 10.260 13.817 14.638 0.13
H 8.655 13.560 16.537 0.10
H 8.371 15.076 17.430 0.09
H 9.950 14.179 17.629 0.07
H 9.795 15.188 12.745 0.06
H 9.522 16.662 13.378 0.08
C 16.785 15.236 19.016 -0.04
C 16.291 15.946 17.777 -0.43
C 14.915 16.533 18.028 -0.17
O 13.998 15.496 18.407 -0.22
C 13.683 14.652 17.372 -0.15
N 17.169 16.947 17.180 0.07
H 16.049 14.492 19.374 0.09
H 16.903 15.842 19.908 0.09
H 17.755 14.779 18.872 0.04
H 16.112 15.125 16.985 0.12
H 14.403 17.049 17.210 0.10
H 14.909 17.232 18.840 0.12
H 12.594 14.423 17.363 0.07
H 14.340 13.749 17.436 0.09
H 13.877 15.180 16.394 0.09
H 16.651 17.743 16.817 0.00
H 17.819 17.289 17.961 0.07
C 10.012 18.595 18.986 -0.08
C 11.349 17.928 19.231 -0.41
C 12.012 18.313 20.616 -0.18
O 12.479 19.656 20.677 -0.19
C 11.769 20.591 21.527 -0.08
N 11.129 16.463 19.240 0.07
H 10.015 19.739 19.012 0.09
H 9.208 18.215 19.699 0.10
H 9.586 18.318 18.032 0.05
H 12.038 18.283 18.431 0.13
H 12.790 17.601 20.728 0.10
H 11.246 18.097 21.355 0.12
H 11.606 20.076 22.486 0.09
H 10.827 20.995 21.118 0.08
H 12.464 21.393 21.657 0.07
H 10.775 16.036 18.381 0.05
H 12.012 16.029 19.322 0.02
C 23.496 16.134 20.313 -0.06
C 23.524 15.589 18.865 -0.41
C 22.144 15.616 18.209 -0.23
O 21.670 16.930 18.201 -0.17
C 20.380 16.943 17.587 -0.08
N 24.545 16.277 18.081 0.04
H 23.118 17.177 20.448 0.09
H 24.484 16.145 20.739 0.06
H 22.958 15.426 20.954 0.06
H 23.846 14.512 18.917 0.15
H 21.503 15.015 18.754 0.08
H 22.296 15.278 17.167 0.12
H 20.073 17.958 17.563 0.05
H 19.730 16.419 18.285 0.07
H 20.421 16.547 16.569 0.08
H 24.651 15.832 17.193 0.05
H 24.270 17.236 17.886 0.08
```

HOMO-LUMO gap	9.01	eV
SMILES string	CC1(C)CCCC(C)(C)N1O.CC1(C)CCCC(C)(C)N1O.CC1(C)CCCC(C)(C)N1O.COC[C@H](C)N.COC[C@H](C)N.COC[C@H](C)N.COC[C@H](C)N.COC[C@H](C)N.COC[C@H](C)N.CC(C)O.CC(C)O
charge	0
energy relative to the best compared isomer or geometry (same formula, charge and spin)	23.7	kcal per mole
highest occupied orbital energy	-8.566	eV
multiplicity	1

=====

[2]
This record from the OMol25 dataset describes an isolated ion of composition C3H10N3S and charge +1. The level of theory is ωB97M-V with the def2-TZVPD basis set.

```
17
Properties=species:S:1:pos:R:3:lowdin_charge:R:1
C -0.145 0.138 0.183 -0.24
C -1.960 -1.528 -0.098 -0.02
C 2.021 1.468 -0.211 -0.18
N -0.622 -0.967 -0.300 0.00
N 1.592 0.251 0.407 -0.46
N -0.826 1.207 0.673 0.19
S 2.287 -1.265 -0.089 0.83
H -2.804 -0.774 -0.310 0.12
H -2.062 -2.438 -0.707 0.10
H -2.070 -1.854 0.959 0.11
H 3.030 1.669 0.310 0.12
H 2.139 1.601 -1.268 0.07
H 1.200 2.240 0.229 0.11
H 0.139 -1.644 -0.508 0.06
H -1.890 1.163 0.598 0.16
H -0.502 2.130 0.707 0.08
H 2.700 -1.504 1.215 -0.06
```

HOMO-LUMO gap	10.68	eV
SMILES string	CNC(=[NH2+])N(C)S
charge	+1
energy relative to the best compared isomer or geometry (same formula, charge and spin)	63.4	kcal per mole
highest occupied orbital energy	-14.051	eV
multiplicity	1

=====

[3]
This record from the OMol25 dataset describes one molecule with the formula C3H6O2S. The level of theory is ωB97M-V with the def2-TZVPD basis set.

```
12
Properties=species:S:1:pos:R:3:lowdin_charge:R:1
C 0.877 -0.318 -0.508 -0.47
C -0.307 0.231 0.266 -0.39
C -0.147 0.519 1.807 -0.20
H -0.004 0.647 -2.610 -0.13
H 1.794 0.278 -0.625 0.08
H 1.056 -1.297 -0.123 0.07
H -0.677 1.149 -0.228 0.14
H -1.517 -0.909 -0.684 0.03
H -0.331 -0.424 2.367 0.13
O -1.337 -0.808 0.249 -0.08
O 0.193 1.522 2.353 0.08
S 0.400 -0.591 -2.264 0.72
```

HOMO-LUMO gap	10.39	eV
SMILES string	O=C[C@H](O)CS
charge	0
energy relative to the best compared isomer or geometry (same formula, charge and spin)	34.1	kcal per mole
highest occupied orbital energy	-9.781	eV
multiplicity	1

=====

[4]
This record from the OMol25 dataset describes C37H39ClN4O2SbSn as an isolated structure. The level of theory is ωB97M-V with the def2-TZVPD basis set.

```
85
Properties=species:S:1:pos:R:3:lowdin_charge:R:1
Sn 0.471 2.050 -1.286 1.25
O -3.116 4.254 -1.343 0.16
C -2.190 3.567 -1.012 -0.43
N -1.495 2.668 -1.818 -0.07
C -2.137 2.153 -2.950 -0.44
O -3.325 2.032 -3.086 0.14
C -1.193 1.708 -4.036 -0.22
C -1.693 1.240 -5.236 0.02
C -0.793 0.874 -6.224 -0.02
C 0.567 0.994 -5.974 -0.03
C 0.977 1.462 -4.739 -0.14
N 0.111 1.812 -3.785 -0.04
C -1.632 3.661 0.395 -0.19
C -2.412 4.366 1.407 0.02
C -1.927 4.507 2.642 0.02
C -0.645 3.880 3.082 -0.16
C -0.081 2.930 1.993 -0.20
N -0.505 3.100 0.604 -0.02
H -2.764 1.182 -5.368 0.13
H -1.146 0.505 -7.178 0.12
H 1.303 0.731 -6.722 0.12
H 2.029 1.574 -4.502 0.11
H -3.333 4.830 1.083 0.12
H -2.455 5.128 3.360 0.13
H 0.023 4.639 3.493 0.15
H 0.998 2.819 2.050 0.15
N 2.786 0.125 1.326 0.11
C 2.909 -0.804 2.420 -0.25
C 3.932 -1.755 2.428 -0.04
C 4.114 -2.604 3.508 -0.08
C 3.265 -2.509 4.605 -0.07
C 2.259 -1.559 4.605 -0.03
C 2.052 -0.704 3.519 -0.15
C 1.006 0.349 3.596 -0.12
C 1.134 1.333 4.703 0.00
C 0.292 2.343 4.906 -0.03
C -0.857 2.626 3.986 -0.17
C -0.787 1.742 2.708 -0.13
C 0.005 0.475 2.720 -0.13
H 3.671 0.186 0.841 0.08
H 2.113 -0.224 0.653 0.02
H 4.608 -1.811 1.579 0.11
H 4.918 -3.330 3.495 0.11
H 3.391 -3.169 5.455 0.11
H 1.599 -1.478 5.463 0.12
H 1.944 1.172 5.407 0.12
H 0.395 2.966 5.792 0.12
H -1.799 2.625 4.540 0.15
H -1.775 1.605 2.267 0.15
Cl -6.198 -1.972 1.707 0.69
C -4.518 -1.552 1.691 -0.67
C -3.695 -1.979 2.725 -0.09
C -2.351 -1.643 2.709 -0.02
C -1.818 -0.890 1.667 -0.24
C -0.348 -0.531 1.659 -0.11
C -2.661 -0.471 0.645 -0.05
C -4.013 -0.795 0.649 -0.09
H -4.110 -2.572 3.531 0.11
H -1.706 -1.969 3.520 0.13
H -0.129 -0.118 0.666 0.04
H 0.261 -1.430 1.777 0.12
H -2.266 0.122 -0.176 0.10
H -4.665 -0.467 -0.151 0.11
C -0.699 -3.699 -0.825 -0.17
C 0.721 -3.153 -1.018 -0.43
Sb 0.849 -1.420 -2.289 1.32
C 0.583 -2.431 -4.165 -0.43
C -0.874 -2.579 -4.606 -0.18
C 3.011 -1.469 -2.316 -0.43
C 3.710 -0.189 -2.790 -0.20
H -0.697 -4.561 -0.153 0.08
H -1.135 -4.029 -1.770 0.05
H -1.371 -2.952 -0.398 0.05
H 1.372 -3.898 -1.481 0.06
H 1.176 -2.885 -0.060 0.04
H 1.070 -3.399 -4.035 0.06
H 1.160 -1.868 -4.902 0.04
H -1.465 -3.140 -3.881 0.05
H -0.938 -3.112 -5.558 0.08
H -1.353 -1.607 -4.739 0.04
H 3.281 -2.314 -2.953 0.06
H 3.313 -1.729 -1.298 0.04
H 3.529 -0.010 -3.855 0.05
H 4.793 -0.251 -2.660 0.07
H 3.369 0.694 -2.244 0.03
```

HOMO-LUMO gap	6.41	eV
charge	+1
energy relative to the best compared isomer or geometry (same formula, charge and spin)	47.6	kcal per mole
highest occupied orbital energy	-10.632	eV
multiplicity	1